Computed, not measured: a structure of composition C21H33Br36N2O, with ωB97M-V/def2-TZVPD.

Summary:
Total charge   +1
Maximum force   1.029 eV Å⁻¹
E_HOMO   -11.14 eV
Kohn-Sham gap   8.510 eV
E_tot   -2548860.0497 eV
2S+1   1

```
93
Properties=species:S:1:pos:R:3:forces:R:3
C -2.871 1.289 1.945 -0.136 -0.019 -0.040
C -2.275 0.933 0.574 0.098 0.407 -0.093
C -0.819 1.385 0.467 0.466 -0.311 -0.099
O -0.683 2.793 0.725 0.162 -0.073 0.086
C 0.656 3.242 0.747 -0.111 -0.055 0.254
C 1.427 2.715 1.986 -0.036 -0.180 0.222
C 2.612 1.802 1.704 0.051 0.000 -0.503
C 3.278 1.303 2.984 -0.074 -0.146 0.254
N 4.347 0.315 2.805 -0.346 -0.373 -0.591
C 3.866 2.501 3.720 0.115 0.160 0.410
C 2.871 3.639 3.959 0.026 0.357 0.136
N 1.935 3.913 2.784 0.106 -0.036 -0.094
H -3.970 1.177 1.957 0.507 -0.038 0.023
H -2.639 2.330 2.217 -0.128 -0.275 -0.155
H -2.443 0.646 2.726 -0.142 0.112 -0.157
H -2.282 -0.163 0.420 -0.060 0.470 -0.018
H -2.862 1.395 -0.240 0.230 -0.200 0.313
H -0.386 1.180 -0.534 -0.308 0.005 0.502
H -0.228 0.810 1.217 -0.173 0.235 -0.276
H 0.585 4.337 0.845 0.100 -0.353 -0.360
H 1.202 2.980 -0.181 -0.227 0.073 0.265
H 0.680 2.207 2.624 0.420 0.273 -0.044
H 3.361 2.382 1.119 -0.300 -0.416 0.035
H 2.256 0.956 1.090 0.180 0.345 0.147
H 2.481 0.861 3.614 0.488 0.086 -0.192
H 3.996 -0.642 2.888 0.061 0.420 0.060
H 4.758 0.368 1.867 -0.111 0.141 0.451
H 4.753 2.866 3.171 -0.360 -0.131 0.098
H 4.228 2.168 4.710 -0.091 0.204 -0.448
H 3.417 4.581 4.135 -0.356 -0.337 -0.019
H 2.226 3.469 4.839 0.167 -0.142 -0.487
H 2.367 4.588 2.135 -0.060 -0.367 0.234
H 1.106 4.392 3.159 0.061 0.073 -0.066
C -1.431 -0.599 5.289 -0.054 -0.045 -0.168
Br -2.585 0.867 5.717 -0.076 0.033 0.113
Br 0.218 0.035 4.492 -0.012 -0.035 0.015
Br -1.094 -1.736 6.777 0.027 -0.042 0.156
H -1.926 -1.197 4.533 0.063 0.063 0.002
C -0.630 5.748 5.243 -0.084 0.101 0.162
Br -1.164 4.197 4.238 -0.090 -0.223 -0.042
Br 0.657 6.777 4.252 0.234 0.183 -0.022
Br -2.127 6.821 5.752 -0.010 -0.042 -0.004
H -0.141 5.393 6.142 -0.047 0.040 -0.018
C 0.546 -0.256 -3.547 0.240 0.118 -0.058
Br -0.975 0.903 -3.352 -0.009 0.062 0.007
Br 1.479 -0.525 -1.880 0.101 0.017 0.109
Br 0.047 -1.923 -4.330 0.031 0.442 0.334
H 1.247 0.229 -4.216 -0.057 0.021 0.046
C -2.656 -4.500 3.836 -0.070 -0.090 -0.054
Br -2.818 -5.597 5.396 0.001 -0.038 0.034
Br -3.830 -2.973 3.932 -0.068 0.022 -0.050
Br -0.832 -3.973 3.532 0.060 0.072 -0.074
H -2.972 -5.085 2.980 0.038 0.035 0.071
C 2.942 -3.827 -1.569 -0.090 -0.014 0.058
Br 4.302 -3.473 -2.868 0.074 0.046 -0.068
Br 2.663 -5.710 -1.329 -0.055 -0.096 -0.090
Br 3.350 -2.999 0.127 -0.004 0.109 0.040
H 2.023 -3.380 -1.932 0.022 -0.063 0.053
C -2.022 -2.612 -7.212 -0.005 0.168 -0.046
Br -1.252 -3.938 -6.054 -0.355 -0.831 -0.492
Br -2.042 -3.179 -9.042 -0.108 -0.047 0.026
Br -3.766 -2.068 -6.619 -0.081 -0.016 0.086
H -1.384 -1.739 -7.152 -0.069 -0.110 0.052
C -0.144 -8.445 -0.111 0.032 -0.035 -0.025
Br -0.948 -8.876 1.575 -0.028 0.021 0.120
Br 1.109 -9.789 -0.660 0.144 -0.043 -0.003
Br -1.476 -8.190 -1.469 -0.144 0.204 -0.110
H 0.393 -7.512 0.008 -0.047 -0.056 -0.022
C -0.848 8.082 0.578 0.080 -0.037 0.063
Br -1.226 6.221 0.877 -0.168 -0.150 -0.140
Br -1.582 9.124 2.000 -0.122 0.254 0.073
Br 1.041 8.402 0.389 -0.009 -0.066 -0.074
H -1.329 8.364 -0.350 0.041 0.024 0.065
C -5.882 -5.436 -5.940 -0.019 0.002 -0.019
Br -6.356 -5.265 -4.086 0.008 0.019 0.066
Br -4.780 -6.975 -6.248 0.077 -0.053 -0.001
Br -7.436 -5.444 -7.065 -0.052 0.008 -0.042
H -5.302 -4.565 -6.203 0.056 0.044 -0.007
C -1.924 -11.604 -3.221 0.099 0.116 0.054
Br -2.807 -11.964 -1.557 -0.037 -0.015 0.103
Br -0.466 -12.816 -3.519 0.070 -0.043 -0.017
Br -3.158 -11.604 -4.687 -0.070 0.022 -0.094
H -1.503 -10.609 -3.148 -0.021 -0.061 -0.002
C 2.645 12.302 0.507 0.038 0.028 0.002
Br 1.835 11.726 2.150 -0.010 0.032 0.125
Br 3.771 10.929 -0.239 0.074 -0.031 -0.020
Br 1.327 12.888 -0.755 -0.040 0.018 -0.048
H 3.284 13.145 0.736 -0.049 -0.049 -0.016
C 2.312 -2.252 -8.153 0.043 0.076 0.038
Br 0.914 -0.927 -8.072 0.104 0.241 -0.049
Br 3.137 -2.493 -6.433 0.088 -0.001 0.018
Br 1.660 -3.907 -8.849 0.104 -0.088 -0.085
H 3.057 -1.850 -8.827 -0.007 -0.130 0.026
```
Forces are in eV/Å.